Entry 1:
{
  "formula": "C21H15N2O5Sm",
  "method": "wB97M-V/def2-TZVPD",
  "symbols": ["Sm", "O", "C", "C", "C", "C", "C", "C", "C", "O", "N", "N", "C", "C", "C", "C", "C", "C", "C", "O", "H", "H", "H", "H", "H", "H", "H", "H", "H", "H", "O", "C", "O", "C", "C", "C", "C", "C", "C", "H", "H", "H", "H", "H"],
  "xyz": [[0.196, -0.299, -0.647], [-3.726, -2.633, 0.593], [-3.076, -3.548, 1.350], [-3.809, -4.656, 1.768], [-3.214, -5.631, 2.542], [-1.874, -5.523, 2.919], [-1.157, -4.416, 2.516], [-1.739, -3.413, 1.734], [-0.938, -2.235, 1.328], [-1.399, -1.468, 0.358], [0.163, -2.010, 1.980], [0.862, -0.922, 1.438], [1.664, -0.269, 2.173], [2.406, 0.907, 1.686], [3.578, 1.278, 2.363], [4.366, 2.336, 1.979], [3.969, 3.091, 0.877], [2.797, 2.794, 0.217], [1.985, 1.729, 0.612], [0.804, 1.568, 0.001], [-3.064, -1.959, 0.332], [-4.846, -4.725, 1.465], [-3.797, -6.489, 2.857], [-1.403, -6.292, 3.516], [-0.118, -4.298, 2.796], [1.815, -0.597, 3.201], [3.876, 0.674, 3.216], [5.268, 2.575, 2.525], [4.568, 3.933, 0.549], [2.453, 3.396, -0.614], [-0.131, -1.025, -2.718], [1.134, -1.178, -2.847], [1.923, -0.853, -1.897], [1.695, -1.747, -4.094], [2.908, -1.267, -4.573], [3.428, -1.785, -5.749], [2.752, -2.798, -6.418], [1.546, -3.286, -5.926], [1.006, -2.747, -4.767], [3.432, -0.493, -4.026], [4.365, -1.406, -6.138], [3.168, -3.212, -7.328], [1.028, -4.081, -6.447], [0.057, -3.099, -4.382]],
  "relative_energy_kcal_mol": 2.3,
  "e_tot_ev": -53145.175,
  "gap_ev": [8.05, 8.09],
  "e_lumo_ev": [-0.1, -0.1],
  "s2": 8.7586,
  "multiplicity": 6
}

=====

Entry 2:
{
  "formula": "C21H16Br2N2O2",
  "method": "wB97M-V/def2-TZVPD",
  "symbols": ["C", "C", "N", "N", "C", "C", "C", "C", "C", "H", "H", "H", "H", "H", "H", "C", "O", "C", "C", "C", "C", "C", "C", "C", "C", "Br", "C", "O", "C", "Br", "C", "C", "C", "H", "H", "H", "H", "H", "H", "H", "H", "H", "H"],
  "xyz": [[-0.546, 0.687, -1.759], [0.494, 1.229, -2.560], [1.322, 1.780, -3.186], [-1.841, 1.110, -2.311], [-2.813, 0.185, -2.568], [-4.025, 0.562, -3.115], [-4.259, 1.900, -3.458], [-3.219, 2.808, -3.277], [-2.013, 2.401, -2.732], [-0.538, -0.406, -1.708], [-2.526, -0.848, -2.368], [-4.783, -0.205, -3.285], [-5.217, 2.225, -3.849], [-3.296, 3.855, -3.578], [-1.153, 3.063, -2.668], [5.973, -1.912, 2.427], [5.494, -1.345, 1.194], [4.218, -0.887, 1.074], [3.254, -0.823, 2.114], [1.957, -0.437, 1.806], [1.529, -0.092, 0.488], [0.147, 0.288, 0.218], [-0.918, -0.225, 1.015], [-2.165, 0.486, 1.046], [-3.201, 0.110, 1.855], [-4.827, 1.093, 1.899], [-3.078, -1.047, 2.777], [-3.995, -1.370, 3.551], [-1.810, -1.793, 2.678], [-1.570, -3.233, 3.874], [-0.830, -1.422, 1.804], [2.554, -0.081, -0.496], [3.845, -0.468, -0.224], [6.957, -2.285, 2.152], [6.072, -1.150, 3.207], [5.346, -2.738, 2.781], [3.541, -1.076, 3.142], [1.250, -0.379, 2.635], [-0.068, 1.286, -0.279], [-2.268, 1.388, 0.437], [0.077, -2.025, 1.755], [2.322, 0.250, -1.502], [4.605, -0.453, -1.005]],
  "e_tot_ev": -169191.108,
  "gap_ev": 5.71,
  "e_lumo_ev": -1.4
}

=====

Entry 3:
{
  "formula": "C21H16BrCrN2",
  "method": "wB97M-V/def2-TZVPD",
  "symbols": ["Cr", "C", "C", "C", "C", "C", "C", "C", "C", "C", "C", "C", "C", "C", "C", "C", "N", "H", "H", "H", "H", "H", "H", "H", "H", "H", "H", "C", "C", "C", "C", "C", "Br", "N", "C", "H", "H", "H", "H", "H", "H"],
  "xyz": [[-0.415, -0.508, -1.390], [3.690, -1.367, -2.517], [4.192, -1.863, -1.319], [3.380, -1.947, -0.158], [2.014, -1.688, -0.271], [1.534, -1.220, -1.487], [2.336, -1.051, -2.601], [1.022, -1.708, 0.815], [1.353, -2.178, 2.170], [0.385, -2.247, 3.128], [-0.957, -1.819, 2.820], [-2.071, -2.020, 3.709], [-3.297, -1.484, 3.359], [-3.514, -0.843, 2.127], [-2.506, -0.718, 1.227], [-1.195, -1.244, 1.564], [-0.209, -1.240, 0.554], [4.388, -1.141, -3.366], [5.261, -2.172, -1.248], [3.812, -2.285, 0.782], [1.908, -0.692, -3.519], [2.404, -2.357, 2.356], [0.603, -2.685, 4.086], [-1.886, -2.527, 4.632], [-4.075, -1.548, 4.131], [-4.501, -0.455, 1.932], [-2.649, -0.374, 0.195], [-0.350, 4.980, -0.800], [-0.573, 3.611, -1.324], [-1.380, 3.348, -2.500], [-1.652, 2.058, -2.875], [-1.038, 1.123, -2.053], [-1.293, -2.448, -2.299], [-0.171, 1.323, -1.053], [-0.035, 2.589, -0.588], [-0.682, 5.741, -1.503], [0.732, 5.060, -0.556], [-0.867, 5.108, 0.149], [-1.762, 4.295, -3.001], [-2.354, 1.768, -3.675], [0.420, 2.823, 0.366]],
  "e_tot_ev": -123472.937,
  "gap_ev": [8.11, 5.05],
  "e_lumo_ev": [-3.6, -6.8],
  "s2": 6.0446,
  "multiplicity": 5,
  "charge": 1
}

=====

Entry 4:
{
  "formula": "C21H16BrN5NiO2S2",
  "method": "wB97M-V/def2-TZVPD",
  "symbols": ["Ni", "C", "C", "O", "C", "C", "C", "N", "N", "C", "O", "C", "C", "C", "C", "C", "C", "H", "H", "H", "H", "H", "H", "H", "H", "H", "H", "H", "H", "S", "C", "S", "C", "C", "N", "C", "N", "Br", "C", "C", "C", "N", "C", "C", "H", "H", "H", "H"],
  "xyz": [[-0.244, 1.324, -0.198], [-0.800, 2.082, 4.097], [-0.360, 1.418, 2.881], [-0.798, 1.971, 1.762], [0.498, 0.363, 2.946], [1.188, -0.334, 1.908], [2.028, -1.500, 2.268], [1.172, 0.008, 0.703], [1.765, -0.882, -0.207], [1.254, -0.756, -1.417], [0.390, 0.067, -1.753], [1.680, -1.765, -2.421], [1.200, -1.607, -3.718], [1.602, -2.576, -4.654], [2.443, -3.614, -4.288], [2.917, -3.755, -3.009], [2.540, -2.797, -2.086], [-0.026, 2.844, 4.390], [-0.967, 1.487, 5.040], [-1.737, 2.648, 3.887], [0.739, 0.086, 3.913], [2.027, -1.705, 3.312], [3.019, -1.568, 1.816], [1.365, -2.344, 1.945], [0.530, -0.778, -3.876], [1.191, -2.587, -5.672], [2.638, -4.331, -5.047], [3.577, -4.517, -2.714], [2.854, -2.769, -1.102], [-1.826, 2.670, -1.287], [-0.541, 3.754, -1.551], [0.962, 3.407, -0.795], [-0.686, 4.908, -2.356], [-1.962, 5.200, -2.878], [-3.017, 5.505, -3.236], [0.178, 5.988, -2.541], [0.864, 6.923, -2.711], [-3.366, -2.822, 3.994], [-2.779, -1.743, 2.532], [-2.002, -2.300, 1.517], [-1.656, -1.476, 0.506], [-2.038, -0.186, 0.354], [-2.821, 0.308, 1.328], [-3.249, -0.438, 2.448], [-1.692, -3.346, 1.735], [-1.036, -1.825, -0.281], [-3.159, 1.360, 1.312], [-3.861, -0.001, 3.206]],
  "relative_energy_kcal_mol": 0.0,
  "e_tot_ev": -166339.905,
  "gap_ev": [5.09, 5.19],
  "e_lumo_ev": [3.6, 3.6],
  "s2": 2.0068,
  "multiplicity": 3,
  "charge": -2
}

=====

Entry 5:
{
  "formula": "C21H16N4O8Sr",
  "method": "wB97M-V/def2-TZVPD",
  "symbols": ["Sr", "O", "C", "N", "C", "O", "C", "C", "C", "C", "C", "N", "C", "C", "C", "C", "C", "N", "H", "H", "H", "H", "H", "H", "H", "H", "O", "C", "O", "C", "C", "C", "C", "C", "N", "C", "O", "O", "H", "H", "H", "H", "H", "C", "C", "O", "O", "H", "H", "H"],
  "xyz": [[0.342, -0.043, -0.002], [-3.702, -2.087, -0.717], [-2.729, -1.392, -0.498], [-1.415, -1.673, -0.703], [-1.020, -2.677, -1.533], [-1.679, -3.317, -2.329], [0.492, -3.009, -1.480], [0.986, -3.848, -2.473], [2.312, -4.232, -2.428], [3.107, -3.775, -1.388], [2.536, -2.936, -0.450], [1.259, -2.556, -0.487], [-3.020, 0.006, 0.113], [-4.307, 0.507, -0.055], [-4.603, 1.763, 0.438], [-3.617, 2.485, 1.097], [-2.369, 1.908, 1.237], [-2.080, 0.697, 0.761], [0.303, -4.184, -3.239], [2.723, -4.885, -3.188], [4.148, -4.052, -1.299], [3.129, -2.545, 0.370], [-5.032, -0.109, -0.567], [-5.593, 2.183, 0.310], [-3.809, 3.472, 1.492], [-1.566, 2.428, 1.747], [0.410, 3.713, -2.468], [0.752, 2.553, -1.821], [-0.124, 1.692, -1.597], [1.775, 2.912, -0.733], [2.717, 3.929, -0.884], [3.666, 4.096, 0.104], [3.697, 3.226, 1.192], [2.729, 2.238, 1.255], [1.776, 2.142, 0.338], [2.660, 1.140, 2.300], [3.695, 1.039, 3.138], [1.740, 0.365, 2.369], [-0.359, 3.494, -3.009], [2.696, 4.560, -1.760], [4.402, 4.885, 0.026], [4.464, 3.352, 1.946], [4.375, 1.684, 2.923], [3.237, 0.206, -3.909], [2.432, 0.786, -2.775], [2.357, 0.167, -1.705], [1.865, 1.919, -3.007], [4.205, -0.117, -3.529], [3.359, 0.902, -4.733], [2.715, -0.684, -4.264]],
  "relative_energy_kcal_mol": 22.2,
  "e_tot_ev": -45218.240,
  "gap_ev": 7.70,
  "e_lumo_ev": -0.8
}

=====

Strongest force on any atom for every record listed, in sequence, given in eV Å⁻¹: 1.9; 5.4; 3.1; 3.9; 0.7.